ORCA calculation (ωB97M-V/def2-TZVPD) on 12 unconnected molecules or ions with the total composition C74H170N10O12.

The net charge is +1. The expectation value of S² is 0.75. The value obtained for the HOMO-LUMO gap (spin up / spin down) is 6.9 / 2.5 eV. The spin multiplicity is 2. As for the molar mass: 1392.23 g/mol.

Geometry as XYZ:
```
266
Properties=species:S:1:pos:R:3:lowdin_spin:R:1
C -4.2856 14.8842 15.8971 0.00
C -5.3409 15.7442 16.5251 0.00
O -6.3464 15.0911 17.1398 0.00
H -4.6846 13.8726 15.8231 0.00
H -3.4478 14.5503 16.5091 0.00
H -4.0838 15.3022 14.9108 0.00
H -5.8283 16.3630 15.7717 0.00
H -5.0178 16.3757 17.3527 0.00
H -6.8081 15.5522 17.8438 0.00
C -5.3879 7.5657 18.1076 0.00
C -4.0090 7.0969 17.6020 0.00
O -3.2805 7.0001 18.8449 0.00
H -5.9511 8.2119 17.4343 0.00
H -5.2253 8.1926 18.9843 0.00
H -6.0183 6.7384 18.4339 0.00
H -3.5528 7.7434 16.8523 0.00
H -3.9657 6.0744 17.2271 0.00
H -2.9521 7.8514 19.1431 0.00
C -5.5907 16.1132 10.2830 0.00
C -7.1016 16.1946 10.6645 0.00
C -7.8802 15.7498 9.4147 0.00
C -8.1729 14.1888 9.2502 0.00
C -8.4794 13.4932 10.5955 0.00
C -7.6157 13.9076 11.8613 0.00
N -7.3762 15.3650 11.8909 0.00
O -6.6587 15.8530 12.9324 0.00
C -8.4373 13.5415 13.1988 0.00
C -6.3166 13.1410 11.6902 0.00
C -7.5775 17.6845 11.0098 0.00
H -4.9624 16.4969 11.0868 0.00
H -5.2296 16.7574 9.4813 0.00
H -5.3276 15.1118 9.9422 0.00
H -8.8074 16.3210 9.4605 0.00
H -7.3845 16.1635 8.5365 0.00
H -7.2839 13.7674 8.7810 0.00
H -8.9402 13.9680 8.5081 0.00
H -8.6559 12.4182 10.5610 0.00
H -9.4984 13.8524 10.7392 0.00
H -8.7117 12.4890 13.2708 0.00
H -7.9040 13.6787 14.1395 0.00
H -9.4233 14.0047 13.1630 0.00
H -5.7084 13.4170 12.5517 0.00
H -6.5064 12.0753 11.8180 0.00
H -5.8174 13.3142 10.7368 0.00
H -7.4828 18.1403 10.0242 0.00
H -6.9353 18.1859 11.7340 0.00
H -8.6314 17.8883 11.1990 0.00
H -7.3745 16.1295 13.5093 0.00
C -14.7377 17.6410 14.8089 0.07
C -14.4624 16.1166 14.2476 0.06
C -14.0564 16.2300 12.7528 0.00
C -12.6007 16.7233 12.5120 0.00
C -11.6554 15.9712 13.4494 0.00
C -11.9507 15.9238 14.9720 0.05
N -13.4101 15.5570 15.0425 0.57
O -13.8646 15.3841 16.2984 0.15
C -11.1798 14.8995 15.8183 0.01
C -11.6023 17.3434 15.4930 0.04
C -15.7500 15.2747 14.3701 0.01
H -14.4680 17.6968 15.8636 0.00
H -15.6752 18.1618 14.6139 0.01
H -14.0117 18.3020 14.3355 0.00
H -14.0935 15.3307 12.1380 0.00
H -14.6730 16.9785 12.2552 0.00
H -12.6046 17.8127 12.5472 0.00
H -12.2074 16.4971 11.5209 0.00
H -10.6516 16.3136 13.1980 0.00
H -11.8061 14.9742 13.0356 0.00
H -11.2342 15.0309 16.8990 0.00
H -11.4854 13.8586 15.7122 0.00
H -10.1005 14.9539 15.6759 0.00
H -12.0082 18.1495 14.8817 0.00
H -12.0786 17.3350 16.4734 0.00
H -10.5194 17.4074 15.5990 0.00
H -15.5350 14.2254 14.5719 0.00
H -16.5379 15.5114 13.6550 0.00
H -16.1416 15.5490 15.3497 0.00
H -13.5976 14.5156 16.6082 0.01
C -8.8964 3.1923 16.6648 0.00
C -10.1124 4.1488 16.3487 0.00
C -10.0858 4.1568 14.8449 0.00
C -11.3193 4.7538 14.1239 0.00
C -12.4664 3.8802 14.6300 0.00
C -12.6731 3.9018 16.2285 0.00
N -11.3444 3.5319 16.8263 0.00
O -11.3255 3.2639 18.1543 0.00
C -13.1988 5.3026 16.6156 0.00
C -13.6338 2.7864 16.5868 0.00
C -9.8866 5.5202 16.8126 0.00
H -7.8912 3.5807 16.5009 0.00
H -8.9919 2.2422 16.1392 0.00
H -8.8473 2.7857 17.6749 0.00
H -9.2373 4.6444 14.3650 0.00
H -10.1181 3.1254 14.4937 0.00
H -11.1472 4.8369 13.0508 0.00
H -11.4514 5.7862 14.4479 0.00
H -12.4430 2.8289 14.3431 0.00
H -13.2768 4.2010 13.9755 0.00
H -13.0638 5.6945 17.6237 0.00
H -12.7370 6.0723 15.9974 0.00
H -14.2719 5.4414 16.4838 0.00
H -13.9115 2.8406 17.6395 0.00
H -14.5390 2.7446 15.9810 0.00
H -13.0398 1.8783 16.4835 0.00
H -8.8991 5.9146 16.5731 0.00
H -9.9245 5.5344 17.9018 0.00
H -10.7265 6.1334 16.4858 0.00
H -11.4212 2.3089 18.1327 0.00
C -2.9507 12.8293 19.0943 0.00
C -3.9476 12.5550 20.2295 0.00
C -5.0294 11.7110 19.5350 0.00
C -5.9420 11.0040 20.4797 0.00
C -5.2033 10.1173 21.4775 0.00
C -4.0702 10.9334 22.1923 0.00
N -3.2965 11.7282 21.1995 0.00
O -2.1148 12.2583 21.6137 0.00
C -4.7688 11.8353 23.2065 0.00
C -3.1928 9.9130 22.8529 0.00
C -4.4926 13.8762 20.8423 0.00
H -2.2941 11.9645 18.9985 0.00
H -2.0904 13.4919 19.1889 0.00
H -3.3269 13.1299 18.1164 0.00
H -5.5618 12.2802 18.7730 0.00
H -4.4657 11.0330 18.8942 0.00
H -6.6034 10.3127 19.9575 0.00
H -6.5506 11.7340 21.0134 0.00
H -4.7865 9.2721 20.9299 0.00
H -5.9012 9.6964 22.2013 0.00
H -5.6350 12.3202 22.7563 0.00
H -5.2154 11.2663 24.0220 0.00
H -4.1675 12.6388 23.6319 0.00
H -2.6070 10.4267 23.6152 0.00
H -3.6487 9.1213 23.4475 0.00
H -2.4635 9.4521 22.1867 0.00
H -5.5470 13.8883 21.1184 0.00
H -4.2860 14.6726 20.1272 0.00
H -4.0798 14.1987 21.7982 0.00
H -2.5429 12.9851 22.0720 0.00
C -1.1946 11.1828 15.3645 0.00
C -0.2089 12.3687 15.1835 0.00
C -0.0119 13.0383 16.5942 0.00
C 1.0474 12.3255 17.3954 0.00
C 2.3788 12.3186 16.6242 0.00
C 2.2696 11.4270 15.3396 0.00
N 1.1234 11.9619 14.6053 0.00
O 0.8386 11.2500 13.3746 0.00
C 3.5774 11.7978 14.5456 0.00
C 2.3017 9.8890 15.7169 0.00
C -0.8225 13.4572 14.2261 0.00
H -0.7271 10.2707 14.9936 0.00
H -2.1475 11.3107 14.8509 0.00
H -1.4276 11.0635 16.4226 0.00
H 0.2803 14.0828 16.4865 0.00
H -0.8660 13.1176 17.2667 0.00
H 0.6195 11.3303 17.5161 0.00
H 1.1402 12.8885 18.3242 0.00
H 3.2734 12.0784 17.1986 0.00
H 2.6287 13.3706 16.4872 0.00
H 3.9548 12.8203 14.5326 0.00
H 4.4278 11.3508 15.0606 0.00
H 3.6024 11.4848 13.5018 0.00
H 1.3327 9.6102 16.1309 0.00
H 2.1743 9.2682 14.8301 0.00
H 3.1521 9.5763 16.3228 0.00
H -1.7677 13.9084 14.5278 0.00
H -1.2030 12.9527 13.3380 0.00
H -0.0448 14.0827 13.7878 0.00
H 1.1780 11.9012 12.7562 0.00
C -13.3478 11.1492 15.6383 0.00
C -13.8537 9.9646 14.7144 0.00
C -15.1128 10.5893 13.9520 0.00
C -14.7681 11.2948 12.6141 0.00
C -13.7902 10.5024 11.7685 0.00
C -12.4371 10.0812 12.5722 0.00
N -12.8470 9.3106 13.8166 0.00
O -11.7798 8.7718 14.5196 0.00
C -11.6213 9.0695 11.6203 0.00
C -11.5904 11.3384 12.7923 0.00
C -14.5177 8.9092 15.7359 0.00
H -13.6722 11.1332 16.6788 0.00
H -13.6601 12.1110 15.2317 0.00
H -12.2777 11.1117 15.8420 0.00
H -15.8520 9.8385 13.6726 0.00
H -15.5522 11.4212 14.5023 0.00
H -14.2908 12.2283 12.9122 0.00
H -15.6210 11.5339 11.9788 0.00
H -13.4447 11.0364 10.8832 0.00
H -14.2109 9.5297 11.5138 0.00
H -10.6341 9.0964 12.0818 0.00
H -12.1605 8.1222 11.6169 0.00
H -11.3123 9.4044 10.6301 0.00
H -10.6702 11.0410 13.2952 0.00
H -11.4345 11.8562 11.8459 0.00
H -12.1503 12.0116 13.4414 0.00
H -13.9351 8.7155 16.6365 0.00
H -14.6098 7.9911 15.1556 0.00
H -15.5302 9.2622 15.9317 0.00
H -11.3333 9.6047 14.6881 0.00
C -12.4765 11.6662 21.7731 0.00
C -11.6968 12.4515 20.7237 0.00
C -10.6679 11.6366 19.8565 0.00
O -9.9680 12.3543 18.7754 0.00
C -9.0403 13.4361 19.1551 0.00
N -12.7381 12.9892 19.8751 0.00
H -13.0077 12.3538 22.4313 0.00
H -11.7806 11.1905 22.4642 0.00
H -13.2280 10.9757 21.3902 0.00
H -11.2078 13.2377 21.2989 0.00
H -11.1929 10.8597 19.3007 0.00
H -9.9249 11.2124 20.5318 0.00
H -8.3474 13.8165 18.4045 0.00
H -8.2882 13.0472 19.8416 0.00
H -9.5740 14.2521 19.6422 0.00
H -13.0248 12.1165 19.4552 0.00
H -12.2446 13.5563 19.2005 0.00
C -9.8894 7.7671 20.2684 0.00
C -9.1774 6.4756 20.7023 0.00
C -7.8761 6.4777 21.5710 0.00
O -7.3706 5.1722 21.9258 0.00
C -6.3156 4.6967 21.0186 0.00
N -10.0925 5.8786 21.5306 0.00
H -9.2061 8.5639 19.9747 0.00
H -10.3695 8.3168 21.0780 0.00
H -10.6766 7.5377 19.5503 0.00
H -8.9562 5.8261 19.8553 0.00
H -8.2325 7.0237 22.4445 0.00
H -7.0971 7.1723 21.2567 0.00
H -6.6156 4.5732 19.9780 0.00
H -6.1278 3.6894 21.3903 0.00
H -5.3682 5.2110 21.1799 0.00
H -9.7098 5.0966 22.0425 0.00
H -10.8356 5.5086 20.9552 0.00
C -7.3921 4.4758 9.7893 0.00
C -8.2719 4.4831 11.0374 0.00
C -8.3060 5.8602 11.7025 0.00
O -6.9740 6.2950 12.0480 0.00
C -6.9517 7.5446 12.7857 0.00
N -9.5812 3.8528 10.6848 0.00
H -7.6086 5.3233 9.1389 0.00
H -7.5810 3.5372 9.2684 0.00
H -6.3322 4.4544 10.0428 0.00
H -7.9176 3.8050 11.8139 0.00
H -9.0723 5.8501 12.4776 0.00
H -8.7175 6.5816 10.9966 0.00
H -5.9004 7.7996 12.9194 0.00
H -7.3089 7.3928 13.8043 0.00
H -7.5252 8.3696 12.3631 0.00
H -9.4884 3.1248 9.9909 0.00
H -10.3017 4.4002 10.2360 0.00
C -8.8866 9.1158 16.5844 0.00
C -8.2870 10.4978 16.4203 0.00
C -7.2869 10.6233 15.2163 0.00
O -6.1505 9.8555 15.3292 0.00
C -5.0247 10.5445 15.8237 0.00
N -9.4251 11.4520 16.3910 0.00
H -9.6024 9.0055 17.3990 0.00
H -8.1072 8.3666 16.7232 0.00
H -9.3496 8.8436 15.6359 0.00
H -7.5641 10.6072 17.2287 0.00
H -7.1789 11.7008 15.0918 0.00
H -7.7974 10.1550 14.3748 0.00
H -4.5843 11.3376 15.2194 0.00
H -4.2026 9.8558 16.0184 0.00
H -5.2592 11.1008 16.7313 0.00
H -8.9892 12.3064 16.0745 0.00
H -9.8196 11.5764 17.3124 0.00
```